{"formula": "C8H17NO", "method": "ωB97M-V/def2-TZVPD", "energy_ha": -444.98654, "orbital_gap_ev": 9.76, "relative_energy_kj_mol": 161.07, "charge": 0, "smiles": "CC(=O)C(C)(C)N.C=CC", "species": ["C", "C", "O", "C", "C", "C", "N", "H", "H", "H", "H", "H", "H", "H", "H", "H", "H", "H", "C", "C", "C", "H", "H", "H", "H", "H", "H"], "xyz": [[2.2056, -0.4526, 0.8583], [0.7086, -0.6260, 0.8680], [0.1885, -1.7165, 0.9471], [-0.1935, 0.6780, 1.1301], [0.4515, 1.9483, 0.5880], [-0.3794, 0.7564, 2.6515], [-1.4924, 0.5195, 0.5209], [2.4990, 0.1105, -0.0279], [2.6909, -1.4262, 0.8640], [2.5236, 0.1149, 1.7285], [1.3757, 2.1836, 1.1072], [-0.2421, 2.7755, 0.7241], [0.6440, 1.8503, -0.4789], [0.5682, 0.9464, 3.1507], [-0.7978, -0.1739, 3.0299], [-1.0701, 1.5640, 2.8819], [-1.3965, 0.4644, -0.4971], [-1.9114, -0.3518, 0.8328], [-0.5069, 0.1951, -2.9628], [-0.2348, -0.8250, -2.1699], [-1.1165, -2.0039, -1.9410], [0.1913, 1.0033, -3.1247], [-1.4356, 0.2556, -3.4943], [0.7223, -0.8472, -1.5689], [-1.0992, -2.2674, -0.8816], [-0.7514, -2.8763, -2.4957], [-2.1415, -1.7988, -2.2400]], "forces_ev_per_a": [[-0.1, -0.2, -0.5], [-0.6, 0.8, 1.8], [0.1, 0.2, -0.4], [0.6, -0.8, -0.3], [-0.2, -0.2, 0.1], [0.1, -0.1, -0.3], [-0.4, 0.0, -0.4], [0.2, 0.0, 0.0], [0.0, 0.0, -0.1], [0.0, 0.1, 0.1], [0.2, 0.0, 0.0], [0.0, 0.1, 0.0], [0.1, 0.0, -0.1], [0.1, 0.0, 0.1], [0.0, -0.1, 0.0], [0.0, 0.1, 0.0], [-0.1, 0.0, 0.4], [0.0, 0.0, -0.1], [0.4, 0.2, 0.0], [1.2, -0.3, 0.8], [0.0, -0.2, 0.2], [0.1, 0.1, 0.1], [-0.4, -0.1, -0.3], [-0.9, 0.1, -1.0], [-0.1, -0.1, -0.1], [-0.1, 0.1, 0.0], [-0.1, 0.0, -0.1]]}